Molecular formula: C36H45BBrF18I2N2O14S
Method: DFT, ωB97M-V with the def2-TZVPD basis set

The calculation puts the LUMO energy at -3.235 eV. Its HOMO-LUMO gap is 0.300 hartree. Its HOMO energy is -11.3941 eV.

ORCA input file:
```
! wB97M-V def2-TZVPD RIJCOSX def2/J DEFGRID3
* xyz 1 1
C 0.5922 0.0391 1.8234
C 0.3374 -0.9813 1.2989
C -0.0089 -2.2343 0.6467
C -1.5270 -2.1494 0.2778
F -1.6858 -0.7764 0.0073
B -2.6619 -2.4080 1.4086
C -3.0594 -3.8037 1.9906
O -3.3487 -1.3185 1.8403
C -1.6891 -2.8476 -1.2149
O -2.0253 -1.8145 -2.0420
C -3.3985 -1.7439 -2.4479
C -4.1106 -0.5459 -1.8331
C -5.4841 -0.4497 -2.5256
C -3.3197 0.7304 -2.1018
C -3.5406 1.9175 -1.1232
C -4.7527 1.8119 -0.2063
C -3.6572 3.2286 -1.9114
C -0.2661 -3.4827 -1.3311
Br -0.6272 -5.0705 -0.1136
C 0.2706 -4.2442 -2.5773
I 1.7174 -5.7945 -2.2194
C -0.0748 -4.0344 -3.8562
C -1.1292 -3.0736 -4.3303
I 0.7766 -5.0882 -5.4613
N 0.7227 -2.5474 -0.6699
C 1.9982 -3.2439 -0.2368
N 2.8361 -2.3384 0.4897
C 0.8894 -1.3502 -1.5831
C 2.2619 -1.0355 -2.1586
C 3.0861 0.0347 -1.4104
F 4.3304 -0.4767 -1.1594
F 2.4974 0.4343 -0.2720
C 3.3123 1.2716 -2.2924
F 2.0439 1.7175 -2.5976
F 3.8641 0.9201 -3.4736
C 4.0412 2.5194 -1.6708
F 4.4938 3.2711 -2.6972
F 3.0615 3.2426 -1.0559
C 5.1581 2.3609 -0.5951
F 5.2918 3.5972 -0.0529
F 4.8114 1.5487 0.4143
S 6.8904 1.8866 -1.2238
F 6.7931 0.4654 -0.5421
F 6.2789 1.3046 -2.5561
F 7.0374 3.3130 -1.8673
F 7.5049 2.4461 0.1255
F 8.3234 1.5216 -1.7386
H 0.9733 0.9970 2.0725
H 0.1792 -2.9690 1.4191
H -3.5807 -4.4192 1.2569
H -2.1606 -4.3716 2.2321
H -3.6483 -3.7221 2.8953
H -2.7890 -0.6019 2.1629
H -2.4255 -3.6234 -1.0629
H -3.4023 -1.6239 -3.5311
H -3.9361 -2.6698 -2.2366
H -4.2482 -0.7500 -0.7749
H -5.8225 0.5766 -2.5336
H -6.2224 -1.1122 -2.0856
H -5.3595 -0.7454 -3.5673
H -3.5733 1.0775 -3.1041
H -2.2512 0.5345 -2.1167
H -2.6535 2.0206 -0.5005
H -4.7628 2.6950 0.4290
H -4.7119 0.9520 0.4554
H -5.6952 1.8178 -0.7447
H -2.8717 3.3360 -2.6514
H -3.6000 4.0509 -1.2032
H -4.6483 3.2819 -2.3584
H -2.0714 -3.3338 -3.8779
H -0.8835 -2.0266 -4.2086
H -1.2755 -3.2278 -5.3932
H 1.7570 -4.1246 0.3447
H 2.5509 -3.5963 -1.0943
H 3.7981 -2.6482 0.4643
H 2.5812 -2.2777 1.4661
H 0.2695 -1.5742 -2.4404
H 0.4158 -0.4776 -1.1522
H 2.8916 -1.8891 -2.3718
H 2.0514 -0.5934 -3.1280
C -0.1131 2.4360 6.2009
C 0.5798 2.1201 4.8960
O -0.5125 1.8698 4.0243
C -1.5742 2.5988 4.4886
O -2.5533 2.8161 3.8652
O -1.3367 3.0301 5.7479
F 1.3450 1.0032 4.9772
H -0.3348 1.5324 6.7695
H 0.4437 3.1272 6.8272
H 1.1833 2.9365 4.4950
C 7.2535 -6.9114 -2.3416
C 6.3813 -6.3020 -3.4152
O 5.1820 -6.0201 -2.7031
C 5.5304 -5.8052 -1.4022
O 4.8259 -5.2949 -0.5938
O 6.7815 -6.2385 -1.1649
F 6.1105 -7.1756 -4.4092
H 7.0799 -7.9832 -2.2437
H 8.3135 -6.7298 -2.4921
H 6.7692 -5.3781 -3.8466
C -4.4968 4.0739 6.3220
C -5.2463 2.8316 6.7373
O -5.6384 3.1407 8.0589
C -5.7637 4.5029 8.1391
O -6.3117 5.0761 9.0115
O -5.1710 5.0918 7.0700
F -4.4418 1.7338 6.7542
H -3.4502 4.0344 6.6200
H -4.5548 4.2711 5.2553
H -6.1319 2.6121 6.1393
C 0.3776 5.0536 -1.2249
C 0.7996 6.2110 -0.3500
O -0.4344 6.8459 -0.0728
C -1.4096 5.8904 -0.1261
O -2.5026 6.0143 0.2986
O -0.9339 4.7679 -0.7279
F 1.6130 7.0725 -1.0041
H 0.3167 5.3454 -2.2744
H 1.0213 4.1874 -1.1304
H 1.2737 5.9204 0.5898
*
```

Molecular formula: C36H45BN7O6S3Ta
Method: DFT, ωB97M-V with the def2-TZVPD basis set

The calculation puts the LUMO energy at -6.958 eV. Its HOMO-LUMO gap is 0.197 hartree. As for the energy relative to the best compared isomer or geometry (same formula, charge and spin): 24.9 kcal per mole. Its HOMO energy is -12.3269 eV.

ORCA input file:
```
! wB97M-V def2-TZVPD RIJCOSX def2/J DEFGRID3
* xyz 2 1
Ta -2.4770 -1.9372 0.0336
C 2.0752 -1.9085 -4.4686
C 1.3097 -0.9259 -3.6370
C 1.2814 0.3834 -4.0495
C 0.6074 1.3525 -3.2522
N -0.0482 1.0374 -2.1857
N 0.0554 -0.2311 -1.7057
B -0.5994 -0.2322 -0.2941
N -1.2402 1.1222 0.1290
N -0.4353 1.8466 0.9308
C -0.8103 3.0575 1.2650
C -2.0423 3.6172 0.8054
C -2.9376 2.7893 0.1532
C -4.2593 3.3263 -0.3516
C -2.5180 1.4593 -0.1167
S -3.5417 0.2088 -0.7682
C 0.1832 3.7496 2.1842
C 0.8866 2.7517 3.1019
C 1.2566 4.4169 1.3006
C -0.6042 4.7424 3.0288
N 0.3519 -0.6454 0.8617
N 1.6358 -0.4795 0.5259
C 2.5403 -0.5803 1.4628
C 2.1463 -0.9459 2.7741
C 0.8245 -1.1941 3.0729
C 0.4793 -1.6241 4.4759
C -0.1165 -1.0302 2.0521
S -1.9913 -1.0775 2.2283
C 3.9657 -0.2306 0.9761
C 4.9866 -1.0299 1.8137
C 4.1528 -0.5865 -0.5073
C 4.2011 1.2692 1.1535
C 0.6656 -1.2101 -2.4095
S 0.8861 -2.8143 -1.6294
C 0.6079 2.8543 -3.5887
C 2.0767 3.2152 -3.8492
C 0.0351 3.7531 -2.4747
C -0.2918 3.0203 -4.8195
H 2.9653 -1.3842 -4.8523
H 1.5396 -2.2261 -5.3746
H 2.3591 -2.8216 -3.9246
H 1.7500 0.7042 -4.9983
H -2.3023 4.6734 0.9706
H -4.2954 4.4047 -0.1594
H -5.1185 2.8540 0.1438
H -4.3805 3.1759 -1.4538
H 1.3372 1.9239 2.5247
H 0.2111 2.3311 3.8546
H 1.6899 3.2554 3.6653
H 1.7468 3.6601 0.6697
H 2.0175 4.9359 1.8993
H 0.8368 5.2113 0.6464
H -1.4396 4.2432 3.5302
H -1.0375 5.5546 2.4277
H 0.0142 5.1938 3.8204
H 2.9191 -1.0114 3.5397
H 1.4055 -1.7045 5.0751
H -0.0008 -2.6172 4.4861
H -0.1687 -0.8835 4.9753
H 4.8077 -2.1101 1.7474
H 4.9288 -0.7220 2.8664
H 6.0066 -0.8603 1.4517
H 4.0189 -1.6716 -0.6749
H 5.1914 -0.3449 -0.7944
H 3.4980 0.0149 -1.1551
H 4.1040 1.5628 2.1984
H 3.4899 1.8780 0.5679
H 5.2316 1.5694 0.8412
H 2.6948 3.0810 -2.9512
H 2.1566 4.2713 -4.1497
H 2.5078 2.6037 -4.6497
H 0.6631 3.7374 -1.5655
H -0.9873 3.4948 -2.1772
H 0.0471 4.7856 -2.8695
H 0.0961 2.4587 -5.6768
H -0.3319 4.0976 -5.0959
H -1.3218 2.7136 -4.6013
O -4.7163 -6.7481 3.3071
C -4.1566 -5.8205 2.5154
C -2.8009 -5.5251 2.6016
C -2.4104 -4.5050 1.7716
N -3.2764 -3.7448 1.0390
C -4.5682 -4.1478 0.9091
C -5.0838 -5.1783 1.6709
C -5.2274 -3.3560 -0.2035
O -6.3195 -3.4593 -0.6715
O -4.2819 -2.3901 -0.6796
C -0.9794 -4.0019 1.5532
O -0.0044 -4.2728 2.1996
O -0.9428 -3.1265 0.5550
H -4.1036 -7.1578 3.9502
H -2.0368 -6.0060 3.2309
H -6.1323 -5.4640 1.5818
C -0.6343 -4.7677 -2.5523
C -0.6908 -3.5226 -1.8654
O -1.8596 -2.8651 -1.6667
H -0.3846 -4.5969 -3.6106
H -1.6284 -5.2192 -2.5296
H 0.0904 -5.4474 -2.1063
*
```

Molecular formula: C36H45CoIN7O2S
Method: DFT, ωB97M-V with the def2-TZVPD basis set

The calculation puts the LUMO energy (spin up / spin down) at 1.404 / 1.406 eV. Its expectation value of S² is 0.76. Its HOMO-LUMO gap (spin up / spin down) is 0.194 / 0.196 hartree. Its HOMO energy (spin up / spin down) is -3.8747 / -3.9276 eV.

ORCA input file:
```
! wB97M-V def2-TZVPD RIJCOSX def2/J DEFGRID3
* xyz -1 2
Co 0.9927 -0.0737 0.3543
C 0.6210 3.2711 -2.5617
C 1.0231 1.8029 -2.7704
C -0.0404 0.8000 -2.2720
N 0.5050 -0.2891 -1.4878
C 0.8147 -1.4296 -2.0428
C 0.9097 -1.6107 -3.4538
C 1.1204 -2.7482 -4.2053
C 1.2435 -4.0779 -3.8222
C 1.3053 -4.5482 -2.5159
C 1.3535 -3.8556 -1.3236
C 1.2100 -2.4686 -1.0359
N 1.3314 -1.9644 0.1638
C 2.0736 -2.6190 1.2139
C 3.5935 -2.2975 1.0891
C 3.9530 -1.1611 0.1107
N 3.1287 0.0116 0.2809
C 3.5688 1.1860 0.5854
C 4.9469 1.5881 0.4940
C 5.6076 2.6871 0.9856
C 5.1481 3.7136 1.8143
C 3.8261 3.9214 2.1686
C 2.6754 3.3161 1.6847
C 2.4754 2.1950 0.8407
N 1.3140 1.9002 0.2871
C 0.3870 2.9946 0.0193
C 0.8768 3.8478 -1.1594
H -0.4375 3.3873 -2.8241
H 1.1892 3.8868 -3.2656
H 1.9594 1.6031 -2.2453
H 1.1988 1.6370 -3.8372
H -0.6087 0.3993 -3.1164
H -0.7575 1.3159 -1.6357
H 0.8514 -0.6983 -4.0322
H 1.1790 -2.5741 -5.2766
H 1.3163 -4.8133 -4.6147
H 1.3639 -5.6281 -2.4139
H 1.4743 -4.4798 -0.4475
H 1.9313 -3.7017 1.2233
H 1.7033 -2.2423 2.1625
H 4.1258 -3.1898 0.7502
H 3.9733 -2.0332 2.0798
H 3.8207 -1.5335 -0.9108
H 5.0183 -0.9520 0.2458
H 5.5641 0.9089 -0.0812
H 6.6644 2.7271 0.7339
H 5.8881 4.3980 2.2127
H 3.6490 4.7215 2.8822
H 1.7559 3.7288 2.0821
H 0.2468 3.6357 0.8932
H -0.5952 2.5796 -0.1922
H 1.9515 4.0046 -1.0293
H 0.3969 4.8305 -1.1055
C -5.1303 0.7060 -1.6232
C -5.3780 0.9986 -0.1442
N -4.2523 1.6011 0.5590
C -4.2344 3.0465 0.6826
C -3.7405 3.7465 -0.5858
C -3.2282 0.8137 1.0234
S -2.0775 1.4576 2.1061
N -3.3426 -0.4684 0.6212
C -2.3793 -1.3811 0.7597
O -1.1769 -1.2167 1.0251
C -2.8446 -2.8040 0.5214
C -4.1816 -3.1216 0.3044
C -4.5650 -4.4411 0.1104
C -3.6154 -5.4550 0.1338
C -2.2785 -5.1415 0.3396
C -1.8974 -3.8224 0.5388
H -6.0449 0.3142 -2.0769
H -4.3387 -0.0354 -1.7191
H -4.8397 1.6071 -2.1645
H -5.6166 0.0601 0.3542
H -6.2286 1.6772 -0.0381
H -3.5673 3.2879 1.5051
H -5.2424 3.3868 0.9370
H -2.8597 3.2266 -0.9681
H -3.4617 4.7793 -0.3660
H -4.4993 3.7486 -1.3710
H -4.9089 -2.3215 0.2923
H -5.6067 -4.6806 -0.0678
H -3.9169 -6.4863 -0.0075
H -1.5315 -5.9267 0.3403
H -0.8627 -3.5530 0.7096
N -0.1151 -0.9759 3.5958
C 0.9308 -0.1467 3.4360
O 1.3493 0.1723 2.3319
C 1.6624 0.3263 4.6431
I 0.4625 2.2548 5.3540
H -0.6559 -1.0854 2.7243
H -0.6686 -0.8474 4.4295
H 2.5912 0.8538 4.4816
H 1.5040 -0.1645 5.5928
*
```